Record 1
This record from OMol25 describes C22H22BrN4NiO2SSbSe4 as an isolated structure at a distorted geometry. The level of theory is the ωB97M-V functional and the def2-TZVPD basis.

CARTESIAN COORDINATES (ANGSTROEM)
Ni -0.207 1.197 0.549
O -2.311 -3.711 -4.015
C -1.741 -4.173 -2.888
C -1.357 -5.518 -2.940
C -0.615 -6.041 -1.860
C -0.410 -5.221 -0.782
C -0.914 -3.903 -0.806
C -1.539 -3.298 -1.823
C -1.993 -1.879 -1.645
O -2.630 -1.307 -2.711
N -2.991 -1.712 -0.620
N -2.615 -0.682 0.186
C -3.392 -0.304 1.113
C -2.923 0.468 2.271
Br -4.290 1.678 2.841
C -1.849 0.297 3.048
C -1.218 1.040 4.227
C -1.894 1.741 5.191
C -1.296 2.732 5.999
C 0.059 2.988 5.882
C 0.773 2.285 4.887
C 0.156 1.326 4.110
H -2.228 -2.784 -4.005
H -1.599 -6.027 -3.828
H -0.239 -7.065 -1.838
H 0.064 -5.684 0.074
H -0.865 -3.342 0.135
H -1.102 -1.358 -1.303
H -3.975 -1.900 -0.803
H -4.439 -0.672 1.300
H -1.327 -0.551 2.614
H -2.967 1.646 5.262
H -1.975 3.337 6.628
H 0.525 3.776 6.415
H 1.790 2.541 4.721
H 0.867 0.878 3.397
Se 4.354 9.159 0.446
Sb 6.172 10.607 1.267
Se -1.548 -0.077 -3.583
Se -1.139 3.583 1.455
Se 4.573 9.614 2.909
C 2.047 2.683 -2.785
C 2.178 1.220 -2.463
C 3.027 0.387 -3.193
C 2.866 -0.964 -2.913
N 2.174 -1.413 -1.827
C 1.568 -0.536 -1.081
S 0.764 -0.873 0.485
N 1.508 0.793 -1.407
C 3.470 -2.049 -3.739
H 3.052 3.090 -3.095
H 1.678 3.275 -1.890
H 1.345 2.863 -3.620
H 3.558 0.678 -4.071
H 0.236 4.146 1.990
H 2.790 -2.333 -4.571
H 3.623 -2.982 -3.066
H 4.370 -1.672 -4.228

Force components x, y, z for each atom (eV/Å):
Ni 0.1 1.0 0.2
O -0.6 -1.5 -1.2
C 0.1 -0.4 -0.8
C 0.8 1.1 1.8
C -0.8 0.1 -1.1
C -0.4 0.4 0.0
C 1.4 -0.9 3.7
C -0.7 -1.3 -1.3
C -0.6 -1.0 1.7
O 1.2 2.1 -3.8
N 1.3 0.0 1.3
N -0.7 -0.2 0.8
C -0.7 -0.6 1.0
C -0.4 1.1 1.1
Br -0.3 0.4 -0.1
C 0.3 -0.6 0.0
C 0.4 -0.1 -2.0
C -0.8 0.9 0.6
C -0.4 -0.4 -0.1
C -0.5 -0.8 -1.4
C -1.2 0.2 1.3
C 1.1 -0.2 -0.3
H -0.3 1.9 -0.1
H -0.1 -0.7 -0.9
H -0.2 0.2 -0.2
H 0.1 0.6 0.2
H 0.4 -0.1 -0.4
H -0.1 0.4 0.1
H 0.3 0.1 -0.1
H 0.8 0.1 -0.7
H 0.8 0.0 0.3
H 0.0 -0.1 0.0
H 0.7 -0.5 -0.2
H 0.4 0.6 0.5
H 0.8 0.0 -0.2
H -1.1 -0.1 -0.1
Se -1.1 -0.7 0.9
Sb 2.1 1.5 -0.3
Se -0.9 -0.7 0.4
Se 1.9 -0.4 0.0
Se -0.9 -0.8 -0.7
C 0.5 1.2 0.4
C 0.1 0.8 0.7
C -1.2 -1.4 0.1
C -0.3 -0.2 1.2
N 0.7 -0.8 -1.2
C -0.7 1.7 1.4
S 0.6 -0.2 -1.1
N -0.4 -0.1 -0.1
C -0.1 -1.4 0.3
H -1.0 -0.3 0.3
H 0.4 -0.9 -1.1
H 0.3 -0.2 0.3
H 0.4 0.4 -0.3
H -1.6 -0.7 -0.7
H 0.2 0.1 0.5
H 0.0 1.6 -1.3
H 0.2 -0.3 0.2

Summary:
charge	-2
HOMO-LUMO gap (alpha / beta)	3.5 / 1.4	eV
F_max	4.47	eV/Å
2S+1	3

=====

Record 2
This record from OMol25 describes a single C6H6FN molecule at a distorted geometry. The level of theory is the ωB97M-V functional and the def2-TZVPD basis.

CARTESIAN COORDINATES (ANGSTROEM)
C 4.267 -0.290 -0.246
C 3.097 -0.189 -0.209
C 1.722 -0.041 -0.007
C 0.548 0.119 0.218
C -0.868 0.459 0.375
N -1.401 1.280 -0.718
C -1.749 -0.726 0.466
F -1.690 -1.448 -0.725
H 5.290 -0.600 -0.371
H -0.916 1.074 1.295
H -2.311 1.611 -0.337
H -1.582 0.640 -1.496
H -1.543 -1.426 1.292
H -2.862 -0.462 0.462

Force components x, y, z for each atom (eV/Å):
C 3.4 -1.0 -0.5
C -3.8 0.5 0.6
C 0.2 0.0 0.0
C 0.6 0.1 -0.6
C 0.2 1.0 0.2
N -0.4 0.6 0.3
C -2.5 -1.6 0.6
F 0.6 -0.3 -0.2
H -0.4 0.5 0.1
H -0.2 -0.4 -0.2
H 0.8 -0.2 -0.9
H -0.1 0.5 0.1
H 0.1 0.3 -0.3
H 1.5 0.2 0.7

Summary:
charge	0
HOMO-LUMO gap	10.4	eV
F_max	3.83	eV/Å
structure (SMILES)	C#CC#C[C@@H](N)CF
energy relative to the best compared isomer or geometry (same formula, charge and spin)	98.8	kcal per mole

=====

The records above give, respectively, total energy values of -423067.541 -10522.633 eV.